# 1
The following is a DFT calculation (ωB97M-V/def2-TZVPD) of the molecule C3H3ClN2.

Values from the calculation:
**Total charge**: 0
**Relative energy (zero: lowest compared OMol25 entry of this formula, charge and spin)**: 3.284 eV
**Largest force on an atom**: 0.0715 Eh/bohr
**SMILES string**: C=CC1(Cl)N=N1
**DFT total energy**: -18658.7039 eV

Atoms and positions in Å:
C (-0.01, 1.46, -0.28)
C (0.41, 0.20, -0.46)
C (-0.22, -0.99, 0.22)
Cl (-1.10, -0.29, 1.86)
N (-0.60, -2.21, -0.33)
N (0.49, -2.22, 0.28)
H (0.44, 2.40, -0.68)
H (-0.65, 1.63, 0.50)
H (1.23, 0.03, -1.12)

# 2
The following is a DFT calculation (ωB97M-V/def2-TZVPD) of the molecule C21H15N5O2S.

Values from the calculation:
**Total charge**: 0
**Largest force on an atom**: 0.0250 Eh/bohr
**SMILES string**: C=CCn1c2ccccc2c2nnc(SCN3C(=O)c4ccccc4C3=O)nc21
**DFT total energy**: -44401.3752 eV

Atoms and positions in Å:
C (4.51, 2.01, 2.59)
C (3.45, 1.84, 1.83)
C (3.44, 1.99, 0.33)
N (2.77, 0.88, -0.29)
C (3.21, -0.44, -0.33)
C (4.43, -0.96, 0.07)
C (4.63, -2.32, -0.09)
C (3.65, -3.14, -0.64)
C (2.43, -2.63, -1.04)
C (2.21, -1.27, -0.89)
C (1.10, -0.41, -1.16)
N (-0.11, -0.62, -1.63)
N (-0.92, 0.41, -1.66)
C (-0.51, 1.60, -1.28)
S (-1.77, 2.85, -1.17)
C (-2.16, 2.46, 0.60)
N (-2.42, 1.07, 0.78)
C (-1.42, 0.14, 1.04)
O (-0.29, 0.41, 1.38)
C (-2.05, -1.18, 0.86)
C (-1.51, -2.45, 0.96)
C (-2.35, -3.53, 0.70)
C (-3.68, -3.33, 0.36)
C (-4.22, -2.05, 0.26)
C (-3.39, -0.99, 0.51)
C (-3.64, 0.47, 0.45)
O (-4.65, 1.07, 0.20)
N (0.70, 1.94, -0.84)
C (1.51, 0.91, -0.75)
H (4.47, 1.90, 3.66)
H (5.47, 2.27, 2.17)
H (2.49, 1.58, 2.25)
H (2.88, 2.89, 0.05)
H (4.46, 2.07, -0.06)
H (5.19, -0.33, 0.51)
H (5.57, -2.75, 0.21)
H (3.85, -4.20, -0.75)
H (1.66, -3.26, -1.46)
H (-1.31, 2.76, 1.21)
H (-3.05, 3.04, 0.83)
H (-0.48, -2.59, 1.22)
H (-1.96, -4.53, 0.76)
H (-4.31, -4.19, 0.16)
H (-5.25, -1.90, -0.02)

# 3
The following is a DFT calculation (ωB97M-V/def2-TZVPD) of a structure of composition C28H37ClN4NiP2.

Values from the calculation:
**Total charge**: 0
**Relative energy (zero: lowest compared OMol25 entry of this formula, charge and spin)**: 0.000 eV
**2S+1**: 3
**Largest force on an atom**: 0.0737 Eh/bohr
**DFT total energy**: -107734.4348 eV

Atoms and positions in Å:
Ni (-1.17, -3.09, -3.19)
C (-1.20, 2.02, -1.02)
C (-1.54, 1.16, -2.00)
C (-0.93, 1.01, -3.36)
C (0.33, 0.16, -3.59)
C (1.49, 0.39, -2.66)
C (1.72, 1.52, -1.97)
C (0.99, 2.84, -2.08)
C (-0.12, 3.05, -1.05)
C (0.79, -1.64, 0.40)
H (-1.72, 1.94, -0.07)
H (-2.41, 0.50, -1.84)
H (-0.79, 2.00, -3.80)
H (-1.74, 0.50, -3.92)
H (0.06, -0.92, -3.52)
H (0.64, 0.36, -4.64)
H (2.27, -0.40, -2.64)
H (2.60, 1.58, -1.31)
H (0.62, 3.00, -3.10)
H (1.71, 3.65, -1.94)
H (0.30, 3.13, -0.04)
H (-0.61, 4.01, -1.28)
H (1.26, -1.31, 1.36)
H (1.25, -1.15, -0.48)
H (0.95, -2.73, 0.21)
P (1.44, -1.20, -7.66)
P (-1.98, -0.62, -7.35)
N (2.85, -0.10, -7.88)
N (2.07, -2.42, -8.83)
N (-2.19, 1.13, -7.51)
N (-3.60, -0.99, -8.00)
C (0.39, -0.29, -8.90)
C (-1.05, -0.83, -8.96)
C (3.50, 0.48, -6.78)
C (4.50, 1.34, -7.26)
C (4.47, 1.27, -8.69)
C (3.45, 0.39, -9.04)
C (2.24, -3.75, -8.44)
C (2.68, -4.49, -9.54)
C (2.80, -3.58, -10.64)
C (2.39, -2.33, -10.18)
C (-1.99, 1.91, -6.37)
C (-1.99, 3.25, -6.70)
C (-2.23, 3.32, -8.11)
C (-2.32, 2.02, -8.58)
C (-4.41, -0.31, -8.91)
C (-5.43, -1.15, -9.36)
C (-5.26, -2.41, -8.68)
C (-4.15, -2.28, -7.86)
H (0.82, -0.32, -9.92)
H (0.40, 0.77, -8.59)
H (-1.60, -0.35, -9.79)
H (-1.04, -1.92, -9.18)
H (3.17, 0.26, -5.78)
H (5.17, 1.94, -6.66)
H (5.14, 1.76, -9.38)
H (3.09, 0.15, -10.02)
H (2.01, -4.05, -7.43)
H (2.88, -5.55, -9.56)
H (3.12, -3.81, -11.64)
H (2.28, -1.42, -10.74)
H (-1.86, 1.42, -5.41)
H (-1.85, 4.07, -6.01)
H (-2.33, 4.22, -8.70)
H (-2.44, 1.67, -9.59)
H (-4.22, 0.71, -9.18)
H (-6.19, -0.89, -10.07)
H (-5.89, -3.28, -8.79)
H (-3.68, -2.99, -7.20)
Cl (-1.50, -2.74, -0.78)
C (-0.70, -1.34, 0.34)
H (-0.90, -0.47, -0.32)
H (-1.21, -1.21, 1.28)

# 4
The following is a DFT calculation (ωB97M-V/def2-TZVPD) of a structure of composition C12H12AlCrF6I2O5S.

Values from the calculation:
**Total charge**: +4
**Relative energy (zero: lowest compared OMol25 entry of this formula, charge and spin)**: 0.000 eV
**2S+1**: 4
**Largest force on an atom**: 0.1554 Eh/bohr
**DFT total energy**: -101189.1694 eV

Atoms and positions in Å:
I (-2.69, -3.44, -0.32)
I (-2.06, -5.95, -0.17)
Cr (0.16, -1.49, -0.68)
Al (-0.41, 0.89, 1.16)
S (-0.46, 0.57, -1.17)
C (-0.37, 3.77, 0.69)
C (1.24, 1.75, 1.79)
C (-2.23, 0.86, -1.87)
C (-2.72, -0.40, -2.56)
C (-2.03, 2.00, -2.86)
C (-3.12, 1.25, -0.70)
C (2.07, -1.18, -0.68)
C (0.07, -2.25, -2.37)
O (2.18, 2.39, 1.99)
O (0.17, 4.68, 1.10)
O (3.18, -0.87, -0.84)
O (0.00, -2.59, -3.49)
H (-3.76, -0.25, -2.90)
H (-2.73, -1.25, -1.87)
H (-2.09, -0.67, -3.41)
H (-2.98, 2.23, -3.37)
H (-1.28, 1.72, -3.61)
H (-1.68, 2.91, -2.35)
H (-4.13, 1.45, -1.07)
H (-2.74, 2.15, -0.20)
H (-3.17, 0.43, 0.04)
C (-0.11, -2.90, 2.56)
C (0.49, -1.50, 2.50)
O (0.13, -0.84, 1.28)
C (0.06, -0.61, 3.72)
F (-0.28, -1.29, 4.84)
F (0.98, 0.34, 4.07)
F (-1.10, 0.11, 3.35)
C (2.04, -1.55, 2.49)
F (2.62, -1.87, 3.68)
F (2.46, -2.50, 1.59)
F (2.58, -0.37, 2.07)
H (-1.20, -2.84, 2.51)
H (0.22, -3.37, 3.50)
H (0.24, -3.49, 1.70)

# 5
The following is a DFT calculation (ωB97M-V/def2-TZVPD) of the molecule C4H12N2O.

Values from the calculation:
**Total charge**: 0
**Relative energy (zero: lowest compared OMol25 entry of this formula, charge and spin)**: 1.265 eV
**Largest force on an atom**: 0.0177 Eh/bohr
**SMILES string**: NCC[C@@H](N)CO
**DFT total energy**: -9369.9289 eV

Atoms and positions in Å:
N (1.77, 0.45, -1.67)
C (1.88, 0.43, -0.21)
C (0.54, 0.78, 0.46)
C (-0.60, -0.16, 0.06)
N (-0.30, -1.50, 0.55)
C (-1.90, 0.38, 0.63)
O (-3.06, -0.39, 0.34)
H (2.50, 0.99, -2.10)
H (1.77, -0.47, -2.08)
H (2.17, -0.57, 0.16)
H (2.65, 1.12, 0.12)
H (0.66, 0.71, 1.55)
H (0.29, 1.81, 0.19)
H (-0.71, -0.10, -1.03)
H (0.28, -2.00, -0.12)
H (-1.13, -2.07, 0.67)
H (-2.10, 1.35, 0.17)
H (-1.83, 0.55, 1.71)
H (-2.89, -1.31, 0.59)

# 6
The following is a DFT calculation (ωB97M-V/def2-TZVPD) of the molecule C2H4N2S.

Values from the calculation:
**Total charge**: 0
**Relative energy (zero: lowest compared OMol25 entry of this formula, charge and spin)**: 0.115 eV
**2S+1**: 3
**Largest force on an atom**: 0.0914 Eh/bohr
**DFT total energy**: -15951.1183 eV

Atoms and positions in Å:
C (-0.66, -0.13, -0.75)
C (-0.58, -0.92, 0.46)
N (0.21, 0.78, -0.91)
N (0.33, -0.51, 1.28)
S (-1.24, -2.42, 0.48)
H (-1.57, -0.31, -1.30)
H (0.21, 1.29, -1.77)
H (0.72, 0.32, 0.93)
H (0.68, -0.90, 2.17)

# 7
The following is a DFT calculation (ωB97M-V/def2-TZVPD) of a cluster of 15 separate species, C27H84N4O15 in total.

Values from the calculation:
**Total charge**: 0
**Relative energy (zero: lowest compared OMol25 entry of this formula, charge and spin)**: 19.321 eV
**Largest force on an atom**: 0.3370 Eh/bohr
**DFT total energy**: -66014.1081 eV

Atoms and positions in Å:
C (0.93, 11.32, -3.07)
O (0.44, 11.86, -1.87)
H (1.93, 10.88, -2.99)
H (1.08, 12.07, -3.84)
H (0.25, 10.59, -3.44)
H (1.16, 12.30, -1.40)
C (-2.61, 1.70, -2.28)
O (-1.85, 2.77, -2.82)
H (-1.98, 1.00, -1.76)
H (-3.12, 1.18, -3.12)
H (-3.38, 2.12, -1.63)
H (-1.35, 3.17, -2.05)
C (-3.60, 5.11, -0.83)
O (-4.45, 6.10, -1.34)
H (-3.03, 5.47, 0.06)
H (-2.87, 4.81, -1.61)
H (-4.27, 4.25, -0.52)
H (-5.14, 5.65, -1.85)
C (-6.10, 8.75, -3.82)
O (-4.96, 9.58, -3.86)
H (-5.98, 8.13, -4.73)
H (-7.02, 9.35, -3.76)
H (-6.02, 8.06, -3.00)
H (-4.97, 10.11, -4.66)
C (-2.18, 2.40, -6.62)
O (-2.35, 0.99, -6.63)
H (-3.13, 2.90, -6.89)
H (-1.37, 2.67, -7.36)
H (-1.97, 2.79, -5.58)
H (-2.73, 0.74, -7.47)
C (-0.03, 9.42, -5.63)
O (0.13, 8.09, -5.42)
H (0.90, 9.91, -5.32)
H (-0.92, 9.83, -5.14)
H (-0.19, 9.50, -6.63)
H (-0.05, 7.60, -6.25)
C (-3.98, 5.48, -6.57)
O (-3.65, 6.38, -7.63)
H (-3.07, 5.34, -6.08)
H (-4.42, 4.55, -6.91)
H (-4.77, 5.92, -5.88)
H (-4.32, 6.35, -8.34)
C (-2.39, 10.60, -2.43)
O (-2.44, 11.30, -3.57)
N (-3.47, 10.38, -1.83)
N (-2.03, 11.27, -1.36)
H (-4.03, 10.04, -2.70)
H (-3.30, 9.47, -1.17)
H (-1.06, 11.69, -1.56)
H (-1.61, 10.33, -0.90)
C (-2.09, 8.24, 0.23)
O (-1.68, 7.37, 1.18)
N (-1.28, 9.02, -0.40)
N (-3.33, 8.45, -0.16)
H (-0.98, 8.48, -1.22)
H (-0.52, 9.07, 0.34)
H (-3.66, 7.53, -0.54)
H (-3.81, 8.24, 0.75)
C (0.03, 4.95, -6.67)
C (-0.36, 5.84, -7.80)
C (-1.20, 5.19, -8.94)
O (-0.96, 6.85, -7.45)
H (0.88, 5.32, -6.07)
H (0.32, 4.04, -7.20)
H (-0.76, 4.74, -5.97)
H (0.56, 6.23, -8.21)
H (-1.45, 5.85, -9.75)
H (-2.10, 4.73, -8.49)
H (-0.57, 4.37, -9.30)
H (-1.92, 6.66, -7.41)
C (0.07, 5.42, 0.15)
C (0.36, 4.02, -0.39)
C (1.45, 3.34, 0.48)
O (-0.57, 3.22, -0.52)
H (-0.48, 6.02, -0.51)
H (1.06, 5.86, 0.42)
H (-0.46, 5.18, 1.10)
H (0.79, 4.19, -1.41)
H (2.30, 3.94, 0.81)
H (1.89, 2.49, 0.02)
H (1.02, 3.02, 1.42)
H (-0.18, 2.33, -0.57)
C (3.26, 6.14, -1.34)
C (2.18, 6.58, -2.26)
C (2.61, 7.81, -3.04)
O (1.86, 5.73, -3.16)
H (3.52, 7.03, -0.76)
H (4.20, 5.77, -1.85)
H (2.83, 5.42, -0.64)
H (1.34, 6.77, -1.67)
H (3.15, 8.48, -2.41)
H (1.81, 8.43, -3.47)
H (3.23, 7.62, -3.87)
H (2.53, 5.59, -3.80)
C (-1.94, 10.13, -9.21)
C (-2.76, 10.67, -8.02)
C (-3.29, 9.45, -7.27)
O (-2.28, 11.46, -7.18)
H (-2.69, 9.85, -9.97)
H (-1.42, 9.23, -8.99)
H (-1.30, 10.87, -9.61)
H (-3.60, 11.11, -8.54)
H (-3.94, 9.59, -6.44)
H (-2.53, 8.75, -6.95)
H (-3.92, 8.86, -7.95)
H (-1.98, 12.25, -7.68)
C (-2.71, 7.65, -4.38)
C (-1.87, 7.15, -3.25)
C (-1.28, 5.76, -3.51)
O (-0.95, 7.87, -2.95)
H (-2.78, 8.70, -4.47)
H (-3.78, 7.39, -4.20)
H (-2.46, 7.20, -5.33)
H (-2.45, 7.09, -2.32)
H (-2.04, 5.12, -3.82)
H (-0.87, 5.35, -2.59)
H (-0.49, 5.77, -4.29)
H (-0.25, 7.77, -3.60)
C (-6.19, 5.47, -3.84)
C (-6.17, 4.00, -3.46)
C (-4.88, 3.45, -4.00)
O (-6.23, 3.76, -2.23)
H (-7.02, 5.99, -3.43)
H (-6.44, 5.57, -4.88)
H (-5.28, 5.97, -3.65)
H (-6.94, 3.38, -3.90)
H (-4.63, 2.47, -3.78)
H (-4.00, 4.03, -3.64)
H (-4.91, 3.49, -5.08)
H (-6.73, 2.94, -2.17)

# 8
The following is a DFT calculation (ωB97M-V/def2-TZVPD) of a cluster of 2 separate species, C31H20BF7 in total.

Values from the calculation:
**Total charge**: 0
**Relative energy (zero: lowest compared OMol25 entry of this formula, charge and spin)**: 1.924 eV
**Largest force on an atom**: 0.0334 Eh/bohr
**DFT total energy**: -52167.9472 eV

Atoms and positions in Å:
F (0.82, 3.78, -0.10)
C (-0.47, 3.59, -0.53)
C (-1.03, 4.66, -1.21)
C (-2.36, 4.58, -1.63)
C (-3.09, 3.41, -1.38)
C (-2.47, 2.38, -0.70)
F (-3.23, 1.26, -0.42)
C (-1.16, 2.41, -0.22)
B (-0.63, 1.20, 0.68)
C (0.83, 1.46, 1.33)
C (1.96, 0.80, 0.88)
F (1.89, 0.03, -0.26)
C (3.21, 0.91, 1.47)
C (3.37, 1.77, 2.56)
C (2.28, 2.49, 3.03)
C (1.05, 2.32, 2.40)
F (0.03, 3.12, 2.85)
C (-1.62, 0.94, 1.95)
C (-1.51, -0.26, 2.64)
F (-0.53, -1.13, 2.25)
C (-2.29, -0.63, 3.72)
C (-3.21, 0.29, 4.23)
C (-3.34, 1.54, 3.62)
C (-2.53, 1.84, 2.52)
F (-2.62, 3.13, 2.08)
H (-0.55, 0.17, -0.07)
H (-0.43, 5.55, -1.38)
H (-2.82, 5.41, -2.16)
H (-4.13, 3.31, -1.70)
H (4.03, 0.31, 1.07)
H (4.34, 1.87, 3.04)
H (2.35, 3.18, 3.86)
H (-2.16, -1.61, 4.16)
H (-3.84, 0.04, 5.09)
H (-4.03, 2.29, 3.98)
F (2.26, -6.12, 1.64)
C (1.74, -5.09, 0.89)
C (0.46, -4.63, 1.19)
C (-0.06, -3.60, 0.42)
C (0.69, -2.98, -0.62)
C (0.09, -1.99, -1.45)
C (0.44, -1.79, -2.83)
C (-0.04, -0.65, -3.54)
C (0.41, -0.36, -4.82)
C (1.34, -1.20, -5.46)
C (1.73, -2.39, -4.83)
C (1.22, -2.72, -3.59)
C (2.02, -3.46, -0.82)
C (2.53, -4.52, -0.10)
H (-0.12, -5.09, 1.98)
H (-1.08, -3.25, 0.60)
H (-0.80, -1.47, -1.08)
H (-0.75, 0.00, -3.03)
H (0.05, 0.53, -5.33)
H (1.74, -0.94, -6.44)
H (2.43, -3.06, -5.34)
H (1.42, -3.72, -3.18)
H (2.64, -2.97, -1.58)
H (3.53, -4.92, -0.31)